Record 1
132
Properties=species:S:1:pos:R:3:lowdin_charge:R:1 method="wB97M-V/def2-TZVPD" energy_ev=-137946.827 total_charge=0 orbital_gap_ha=0.3282 max_force_ev_per_a=9.8 e_lumo_ev=0.206
C -4.5842 0.1146 2.8121 0.052
C -3.9044 0.9251 1.8531 -0.145
C -3.5382 1.7453 0.4725 -0.242
Si -2.1197 0.8792 -0.5751 0.430
C -0.8723 0.1704 0.7052 -0.279
C -0.4272 1.2084 1.8972 -0.220
C 0.8722 0.6133 2.7660 -0.135
F 2.0158 0.2191 1.9086 -0.185
N -2.9328 -0.3316 -1.6196 -0.121
C -2.7712 -1.7529 -1.1375 -0.325
C -3.9127 -2.2133 -0.0122 -0.120
O -1.4778 2.1336 -1.6271 -0.399
Si 0.0875 1.7075 -2.3020 -0.195
Cl 1.7099 1.8532 -0.8491 0.285
I 0.5984 3.5217 -3.9817 0.426
C 0.1257 0.0634 -3.3058 -0.624
S 0.6555 -1.4486 -2.3374 0.739
C 2.5029 -1.4983 -2.0365 -0.511
C 2.8112 -2.9801 -1.3244 -0.165
H -4.8897 -0.4792 3.7765 0.045
H -4.4945 1.9785 -0.2022 0.083
H -3.1133 2.8101 0.8039 0.097
H -1.4070 -0.7539 1.2308 0.103
H 0.1274 -0.2596 0.2432 0.044
H -0.1618 2.2546 1.4207 0.104
H -1.2852 1.3484 2.7154 0.101
H 1.2663 1.4356 3.5278 0.126
H 0.5126 -0.3781 3.3150 0.134
H -2.7336 -0.2123 -2.6364 0.064
H -2.9894 -2.4501 -2.0820 0.127
H -1.6987 -2.0429 -0.7718 0.065
H -4.5869 -1.3250 0.3508 0.054
H -4.6562 -2.9854 -0.5379 0.079
H -3.3870 -2.8143 0.8456 0.074
H -0.9177 -0.1293 -3.8394 0.077
H 0.9071 0.1812 -4.1997 0.042
H 3.1516 -1.3199 -3.0036 0.095
H 2.8880 -0.7035 -1.2337 0.055
H 2.0900 -3.0226 -0.3743 0.086
H 2.4964 -3.8828 -2.0028 0.072
H 3.8992 -3.0671 -0.9026 0.058
C 7.6481 -4.5878 -2.7132 -0.028
C 6.2643 -5.2015 -2.6619 -0.350
C 6.1193 -6.4354 -3.4996 -0.108
O 4.7339 -6.4384 -3.7990 0.067
C 4.3310 -5.1320 -3.7682 -0.510
O 3.2469 -4.7347 -4.1614 0.115
O 5.3047 -4.3308 -3.2409 0.077
H 7.6493 -3.6055 -2.2281 0.085
H 8.3822 -5.2282 -2.2152 0.087
H 7.9716 -4.4246 -3.7474 0.091
H 5.9696 -5.3806 -1.6208 0.147
H 6.4002 -7.3434 -2.9590 0.146
H 6.6761 -6.3935 -4.4421 0.141
C 0.2781 -1.1372 7.9310 -0.018
C 0.6782 0.0731 7.1129 -0.339
C 0.5719 1.3684 7.8586 -0.114
O 0.3640 2.3041 6.8146 0.069
C -0.2451 1.6191 5.7999 -0.507
O -0.7443 2.1412 4.8171 0.112
O -0.2223 0.2727 6.0342 0.076
H 0.2094 -2.0249 7.2927 0.089
H 1.0020 -1.3310 8.7283 0.074
H -0.7110 -1.0013 8.3828 0.095
H 1.6801 -0.0714 6.6909 0.166
H 1.4823 1.6063 8.4157 0.125
H -0.2858 1.4137 8.5387 0.149
C -5.6589 5.1240 -1.5549 -0.013
C -7.0427 4.5103 -1.5037 -0.351
C -7.1877 3.2764 -2.3413 -0.119
O -8.5731 3.2734 -2.6407 0.054
C -8.9760 4.5797 -2.6099 -0.506
O -10.0601 4.9770 -3.0031 0.133
O -8.0023 5.3810 -2.0826 0.088
H -5.6577 6.1063 -1.0698 0.092
H -4.9248 4.4835 -1.0569 0.077
H -5.3354 5.2872 -2.5891 0.094
H -7.3374 4.3312 -0.4625 0.164
H -6.9068 2.3684 -1.8007 0.141
H -6.6309 3.3183 -3.2838 0.138
C -7.7398 2.6188 -7.3656 -0.017
C -7.5512 1.1254 -7.1973 -0.352
C -8.2978 0.5497 -6.0327 -0.111
O -7.5209 -0.5901 -5.7070 0.065
C -6.2431 -0.3113 -6.1060 -0.507
O -5.2673 -0.9832 -5.8157 0.128
O -6.2041 0.8208 -6.8708 0.084
H -7.0440 3.0102 -8.1158 0.090
H -8.7623 2.8547 -7.6755 0.094
H -7.5254 3.1532 -6.4333 0.084
H -7.7951 0.6067 -8.1324 0.162
H -9.3196 0.2599 -6.2927 0.146
H -8.3247 1.2103 -5.1592 0.136
C 3.6927 4.1363 11.9951 -0.019
C 2.5415 3.3295 11.4312 -0.352
C 1.6195 2.7800 12.4767 -0.110
O 1.0816 1.6356 11.8366 0.069
C 2.0246 1.2185 10.9384 -0.507
O 1.9879 0.1544 10.3434 0.122
O 3.0142 2.1507 10.7979 0.087
H 4.4213 4.3643 11.2094 0.091
H 3.3395 5.0751 12.4321 0.094
H 4.2316 3.5734 12.7655 0.092
H 1.9997 3.9187 10.6813 0.163
H 0.8254 3.4822 12.7451 0.146
H 2.1337 2.4560 13.3882 0.144
C 0.8965 -1.5056 -8.0491 -0.017
C 1.9886 -0.4592 -8.1295 -0.351
C 1.6889 0.7876 -7.3545 -0.127
O 2.4432 1.7661 -8.0491 0.061
C 2.5470 1.3267 -9.3398 -0.504
O 2.9652 2.0004 -10.2667 0.133
O 2.1179 0.0340 -9.4540 0.086
H 1.0871 -2.3134 -8.7642 0.090
H 0.8324 -1.9322 -7.0436 0.091
H -0.0793 -1.0815 -8.3114 0.092
H 2.9517 -0.8962 -7.8390 0.163
H 2.0107 0.7195 -6.3116 0.123
H 0.6335 1.0797 -7.3848 0.143
C 6.5934 -1.8329 3.3977 -0.018
C 6.7642 -2.2036 1.9391 -0.345
C 5.5096 -2.7068 1.2926 -0.115
O 6.0119 -3.5332 0.2564 0.034
C 7.2324 -3.9815 0.6797 -0.489
O 7.8717 -4.8637 0.1312 0.125
O 7.6395 -3.3120 1.7996 0.094
H 7.5675 -1.6390 3.8599 0.090
H 5.9671 -0.9425 3.5075 0.093
H 6.1375 -2.6526 3.9644 0.092
H 7.1975 -1.3624 1.3844 0.164
H 4.8980 -1.8991 0.8812 0.139
H 4.8911 -3.3218 1.9555 0.148

Record 2
15
Properties=species:S:1:pos:R:3:lowdin_charge:R:1 method="wB97M-V/def2-TZVPD" energy_ev=-8288.316 total_charge=0 orbital_gap_ha=0.3081 max_force_ev_per_a=3.9 relative_energy_kj_mol=644.59 e_lumo_ev=0.263
N 2.3726 -0.3828 -0.2855 0.007
C 1.4338 -0.1405 0.7383 -0.249
C 0.9184 1.0517 0.9817 -0.310
N 0.2935 2.0748 1.1769 0.100
C -0.7631 -0.3648 -0.9330 -0.106
C -1.8237 0.3807 -0.7510 -0.116
C -1.8640 -0.9865 -0.1541 -0.158
H 3.2898 -0.4382 0.1466 0.078
H 2.3941 0.4237 -0.8970 0.079
H 1.3174 -0.8863 1.5059 0.113
H 0.0989 -0.5622 -1.5354 0.089
H -1.0609 1.4628 0.9007 0.230
H -2.4050 1.1737 -1.1852 0.093
H -2.5046 -1.7295 -0.6214 0.081
H -1.6972 -1.0766 0.9125 0.071

Record 3
75
Properties=species:S:1:pos:R:3:lowdin_charge:R:1 method="wB97M-V/def2-TZVPD" energy_ev=-74201.723 total_charge=+3 orbital_gap_ha="0.2392 / 0.2392" max_force_ev_per_a=0.7 relative_energy_kj_mol=160.31 e_lumo_ev="-8.925 / -8.925"
Ir -0.3013 1.7340 1.3962 0.751
C 0.0166 1.6206 5.6714 0.018
C -0.3174 1.8990 4.2446 -0.208
N 0.0572 1.1663 3.2352 -0.158
N 0.8173 0.0280 3.4813 0.054
C 1.2235 -0.7234 2.4682 -0.639
N 1.8746 -1.8514 2.6861 0.178
S 0.9496 -0.0842 0.8669 0.495
C -1.1609 3.0247 3.8244 -0.200
C -1.7943 3.8764 4.7122 0.036
C -2.6550 4.8506 4.2241 0.006
C -2.8604 4.9323 2.8595 0.004
C -2.1853 4.0575 2.0210 -0.083
N -1.3446 3.1311 2.4784 -0.069
H 1.0249 1.2218 5.7938 0.094
H -0.7029 0.9274 6.1147 0.122
H -0.0076 2.5371 6.2541 0.096
H 1.0091 -0.2259 4.4427 0.164
H 2.0974 -2.1775 3.6163 0.155
H 2.2871 -2.3541 1.9156 0.060
H -1.6353 3.7799 5.7758 0.126
H -3.1614 5.5225 4.9029 0.135
H -3.5351 5.6624 2.4362 0.130
H -2.3184 4.0931 0.9505 0.102
C -1.3196 3.3328 -3.6984 -0.003
N -1.1338 3.9464 -2.3795 -0.164
C -1.2500 5.4102 -2.2674 0.007
C -0.9220 3.2349 -1.3200 -0.233
N -0.7265 2.5908 -0.3755 -0.024
H -0.5147 3.6412 -4.3643 0.105
H -2.2758 3.6486 -4.1129 0.108
H -1.3203 2.2480 -3.6030 0.069
H -0.8310 5.8546 -3.1676 0.104
H -0.6786 5.7629 -1.4120 0.101
H -2.2948 5.7059 -2.1739 0.103
C -2.4647 -0.1064 -1.7658 -0.206
Si -1.9817 -1.8451 -1.3629 0.399
C -1.9796 -3.0021 -2.8167 -0.204
C -2.7209 -2.5041 0.1990 -0.193
Sb 0.6516 -1.8016 -0.9620 1.025
Si 2.4277 -0.5797 -2.5292 0.396
C 1.9524 1.2125 -2.5022 -0.201
C 2.1132 -1.4555 -4.1333 -0.206
C 4.0676 -0.9260 -1.7438 -0.196
Si 1.4789 -4.1947 -0.1881 0.382
C 3.3041 -4.0440 0.1664 -0.204
C 0.4449 -4.6327 1.2945 -0.199
C 1.1068 -5.2760 -1.6452 -0.190
H -3.5494 -0.0719 -1.9019 0.060
H -1.9980 0.2351 -2.6928 0.026
H -2.2044 0.5785 -0.9575 -0.004
H -2.9777 -2.9793 -3.2674 0.060
H -1.7822 -4.0364 -2.5372 0.032
H -1.2807 -2.7028 -3.5999 0.034
H -3.8011 -2.3346 0.1507 0.058
H -2.3550 -1.9802 1.0837 0.035
H -2.5637 -3.5751 0.3218 0.033
H 1.0465 1.3933 -3.0851 0.025
H 2.7656 1.7878 -2.9539 0.060
H 1.8057 1.5965 -1.4908 0.007
H 1.0794 -1.3522 -4.4668 0.034
H 2.3664 -2.5157 -4.0795 0.039
H 2.7448 -1.0187 -4.9127 0.059
H 4.0922 -0.6602 -0.6855 0.035
H 4.8106 -0.2949 -2.2419 0.060
H 4.3831 -1.9610 -1.8647 0.035
H 3.6365 -3.0910 0.5853 0.017
H 3.8721 -4.1833 -0.7553 0.047
H 3.6048 -4.8400 0.8528 0.059
H 0.4926 -3.9282 2.1221 0.014
H 0.7776 -5.6056 1.6686 0.061
H -0.6040 -4.7374 1.0136 0.030
H 1.4934 -4.8886 -2.5891 0.040
H 0.0395 -5.4638 -1.7583 0.035
H 1.5946 -6.2392 -1.4669 0.064

Record 4
15
Properties=species:S:1:pos:R:3:lowdin_charge:R:1 method="wB97M-V/def2-TZVPD" energy_ev=-8737.112 total_charge=0 orbital_gap_ha=0.3509 smiles="NC=O.NCN" max_force_ev_per_a=1.0 relative_energy_kj_mol=128.08 e_lumo_ev=0.749
N 1.6090 -0.2561 2.5132 0.059
C 0.8471 -0.3767 1.3283 -0.380
O -0.2464 -0.8483 1.2630 0.070
H 2.4357 -0.8295 2.5282 0.078
H 1.9338 0.7044 2.5959 0.083
H 1.3033 0.1131 0.4481 0.111
N 0.3012 -0.0711 -2.0501 -0.012
C -0.6366 0.9698 -1.6253 -0.380
N -1.8972 0.5245 -1.0675 -0.001
H 0.3622 -0.7988 -1.3538 0.032
H -0.0169 -0.4891 -2.9129 0.055
H -0.1252 1.5913 -0.8875 0.092
H -0.8173 1.5873 -2.5079 0.099
H -2.2233 -0.2958 -1.5635 0.063
H -1.7728 0.2717 -0.0989 0.030